A molecular structure, C2AgLiO4 at a distorted geometry, computed with ωB97M-V/def2-TZVPD.

The geometry in XYZ format:
```
8
Properties=species:S:1:pos:R:3:forces:R:3
O 0.3228 0.6347 0.5483 -1.19 -0.50 -1.10
Ag -1.5611 0.8909 -2.3556 0.22 -0.62 0.86
C 1.5841 0.5781 0.8730 0.67 0.13 0.78
O 2.0755 0.6338 1.9542 -0.08 -0.48 -0.07
Li 0.5552 -1.4179 3.1304 -0.06 0.28 -0.42
O -1.2709 -0.7089 -0.4369 0.39 0.35 -0.41
O -0.4445 -1.2818 1.5777 0.55 -0.66 0.42
C -0.5424 -0.6613 0.5382 -0.51 1.50 -0.06
```
Forces are in eV/Å.

As for the net charge: +1. As for the expectation value of S²: 0.753. The value obtained for the energy relative to the best compared isomer or geometry (same formula, charge and spin) is 35.2 kcal/mol. Its frontier orbital gap (spin up / spin down) is 6.09 / 8.76 eV. As for the spin multiplicity: 2. The value obtained for the highest occupied orbital energy (spin up / spin down) is -11.9 / -14.6 eV.

A molecular structure, C2AgO4 at a distorted geometry, computed with ωB97M-V/def2-TZVPD.

The geometry in XYZ format:
```
7
Properties=species:S:1:pos:R:3:forces:R:3
C -0.8427 0.5994 0.3014 -1.94 -1.29 0.29
O -1.9036 1.0450 -0.1559 1.11 0.45 0.10
O -0.6595 -0.4480 0.9384 0.73 0.89 -0.25
Ag -3.0278 -0.6852 1.0117 0.00 -0.04 -0.05
O 1.4125 0.5372 -1.2441 2.48 -1.11 -1.02
O 2.7653 -0.8622 -0.0259 1.28 -0.21 -1.39
C 2.2557 -0.1863 -0.8255 -3.65 1.31 2.32
```
Forces are in eV/Å.

As for the expectation value of S²: 0.757. The value obtained for the energy relative to the best compared isomer or geometry (same formula, charge and spin) is 3.3 kcal/mol. Its frontier orbital gap (spin up / spin down) is 6.42 / 8.40 eV. As for the spin multiplicity: 2. The value obtained for the highest occupied orbital energy (spin up / spin down) is -7.7 / -10.3 eV.

2 unconnected molecules or ions with the total composition C2Br2F2S at a distorted geometry, computed with ωB97M-V/def2-TZVPD.

The geometry in XYZ format:
```
7
Properties=species:S:1:pos:R:3:forces:R:3
C -0.1294 1.0020 0.5576 -0.54 -2.23 -1.72
C 0.0632 -0.9349 -0.2294 -0.54 3.70 0.13
F 1.0155 -1.5288 0.4168 1.19 -0.09 -0.40
F -1.0281 -1.5753 0.0547 -0.99 -0.06 -0.07
S 0.2171 1.3115 2.1382 0.31 -0.25 0.04
Br -0.3163 2.3868 -0.7177 0.25 -0.51 0.45
Br 0.1780 -0.6614 -2.2202 0.32 -0.56 1.57
```
Forces are in eV/Å.

As for the expectation value of S²: 2.009. The value obtained for the energy relative to the best compared isomer or geometry (same formula, charge and spin) is 5.4 kcal/mol. Its frontier orbital gap (spin up / spin down) is 7.04 / 6.99 eV. As for the spin multiplicity: 3. The value obtained for the highest occupied orbital energy (spin up / spin down) is -7.4 / -10.2 eV.

A molecular structure, C2Br2I2 at a distorted geometry, computed with ωB97M-V/def2-TZVPD.

The geometry in XYZ format:
```
6
Properties=species:S:1:pos:R:3:forces:R:3
C 0.8422 0.5132 0.3349 -4.11 -3.01 -1.20
C -0.8144 -0.4714 -0.2946 3.05 2.71 1.45
Br 0.7973 2.2454 -0.1474 -0.01 1.20 -0.21
Br -0.7617 -2.2949 -0.0751 -0.07 -0.13 0.09
I 2.4808 -0.6195 0.0745 0.78 -0.38 -0.01
I -2.5441 0.6272 0.1078 0.36 -0.38 -0.11
```
Forces are in eV/Å.

The value obtained for the energy relative to the best compared isomer or geometry (same formula, charge and spin) is 91.8 kcal/mol. Its frontier orbital gap (spin up / spin down) is 7.31 / 7.27 eV. The value obtained for the highest occupied orbital energy (spin up / spin down) is -8.4 / -8.4 eV.

The highest energy relative to the best compared isomer or geometry (same formula, charge and spin) belongs to which entry? C2Br2I2